Molecular formula: C3H8NO2
Method: DFT, ωB97M-V/def2-TZVPD

Positions of all 14 atoms, in Å:
H 1.80 -1.47 -0.72
O -1.90 -1.14 0.10
H -2.75 -1.35 -0.29
C 1.28 0.23 0.05
C -1.71 0.14 0.48
H 2.39 -1.44 1.03
H -3.39 0.50 -0.27
C 2.21 -0.90 0.12
H 3.16 -0.57 -0.21
H 2.44 1.54 -0.94
H 0.35 0.14 0.47
N -2.63 0.97 0.16
H -2.82 1.98 0.50
O 1.58 1.36 -0.47

Calculated values
Calculated total energy in Ha: -323.96934
E_HOMO in eV: -12.64
E_LUMO in hartree: -0.1952
Gap between HOMO and LUMO in hartree: 0.2692
Charge: +1
Energy relative to the best compared isomer or geometry (same formula, charge and spin) in eV: 4.2977


Molecular formula: C13H39BN2O18PS6
Method: DFT, ωB97M-V/def2-TZVPD

Positions of all 80 atoms, in Å:
C -7.82 1.37 -5.06
C 8.24 2.42 4.53
C 0.71 -0.36 5.20
H 5.87 -1.82 3.91
O -2.73 -1.39 -2.71
H -5.54 5.94 -4.26
H -3.23 1.88 -2.48
H -6.84 1.25 -4.57
H 9.19 1.33 2.93
O -5.65 4.42 -1.83
S 3.84 -0.73 4.33
O 3.05 -0.83 5.73
C 5.23 -1.72 4.79
H -6.02 1.09 -1.46
H -0.54 -0.16 -1.56
O -0.40 -4.26 0.85
H 2.47 -0.77 -0.48
O -8.56 0.14 -5.00
H -8.38 2.10 -4.48
O -6.60 -1.31 -4.62
H 3.99 -1.52 -2.04
S -0.26 -3.22 -0.20
C -4.28 1.60 -2.63
H 7.69 3.12 3.90
N 3.56 -2.98 -0.08
H 5.77 -1.22 5.59
H -9.06 -2.21 -3.69
O 10.31 1.12 4.67
O 0.42 -2.02 0.35
C 1.96 0.07 5.94
C 11.40 -0.93 5.68
O -4.98 2.61 -3.38
S -7.79 -1.21 -5.40
H 2.25 1.09 5.67
C -7.66 1.87 -6.48
N 0.48 -3.90 -1.52
S -4.80 4.14 -2.95
C 9.47 1.90 3.81
H -6.52 4.47 -4.52
O 3.10 -1.42 3.32
O 9.64 -1.08 3.75
O 8.87 -0.37 6.03
H 11.66 -0.28 6.51
H 11.26 -1.95 6.03
H 10.07 2.74 3.47
O -1.35 -0.18 -1.04
H -8.67 -3.34 -5.01
H 0.48 -1.41 5.42
H 1.77 0.07 7.02
H -7.02 1.21 -7.06
H 7.56 1.61 4.80
C -4.96 1.30 -1.31
H -2.51 -3.52 -1.13
O 1.93 -3.29 -3.51
H -2.46 -2.52 0.31
H 12.16 -0.90 4.91
S 1.31 -2.69 -2.29
H -4.89 4.60 -5.26
C -5.51 4.86 -4.40
B -2.00 -1.33 -1.49
O -3.40 4.46 -2.92
H 0.84 -0.28 4.12
H -8.63 1.91 -6.98
C -9.00 -2.34 -4.77
H -4.89 2.15 -0.63
C -1.95 -2.71 -0.65
H -2.21 -2.02 -3.21
P 2.97 -1.93 -1.14
O 4.28 0.63 4.14
H -7.21 2.87 -6.49
H 3.40 -2.52 0.81
H 4.88 -2.69 5.11
O -7.76 -1.32 -6.83
H -4.28 0.70 -3.25
S 9.87 -0.39 4.99
H 8.52 2.93 5.46
H -0.14 0.26 5.49
H -4.49 0.44 -0.82
H -9.96 -2.13 -5.24
O 0.48 -1.51 -2.69

Calculated values
Calculated total energy in Ha: -4737.92604
E_HOMO in eV: -5.42
E_LUMO in hartree: 0.0593
Gap between HOMO and LUMO in hartree: 0.2585
Charge: -1


Molecular formula: C9H9N2O3S
Method: DFT, ωB97M-V/def2-TZVPD

Positions of all 24 atoms, in Å:
H 2.48 0.21 1.11
H 0.96 1.10 -0.59
C 1.66 -0.41 0.75
O 0.45 3.38 0.37
H 2.48 -1.74 3.01
H -1.43 3.13 -2.62
C 1.29 -1.67 1.32
H 1.50 -3.15 2.72
N -2.65 1.84 -1.32
C 0.05 -2.16 1.07
C -1.27 0.18 -1.62
C -1.51 2.34 -1.87
H -1.81 -2.12 -0.17
N -2.59 0.62 -1.23
O -0.66 1.26 -2.24
H 2.95 -3.05 1.48
H -0.09 -3.27 1.22
C -0.84 -1.64 0.14
C 2.20 -2.48 2.24
S -0.93 3.67 -0.07
H -1.44 -0.73 -2.44
C 0.80 0.19 -0.08
C -0.44 -0.42 -0.44
O -1.14 4.95 -0.73

Calculated values
Calculated total energy in Ha: -1081.71543
E_HOMO in eV: -3.20
E_LUMO in hartree: 0.1156
Gap between HOMO and LUMO in hartree: 0.2331
Charge: -1
Energy relative to the best compared isomer or geometry (same formula, charge and spin) in eV: 0.5725


Molecular formula: C8H21AlClIO5P2
Method: DFT, ωB97M-V/def2-TZVPD

Positions of all 39 atoms, in Å:
I -2.42 -0.16 -1.69
H 1.98 -0.18 -1.62
O -1.18 -1.12 2.39
H 1.76 2.84 1.31
P 0.13 2.51 -0.41
H 0.13 2.83 1.96
H 1.25 4.29 -1.66
P 0.14 -2.49 -0.07
H 1.13 -4.38 -1.13
C 1.18 3.20 -1.75
H -1.91 -3.24 -1.11
C 0.91 -0.13 -1.78
Al -0.16 0.06 -0.16
H -1.41 4.35 -0.42
H -2.23 2.78 -0.06
C -2.05 0.60 0.90
Cl -0.20 -0.10 2.80
H 0.61 -3.18 -2.36
O -3.07 0.90 1.37
O -0.81 1.22 2.88
H 1.06 -4.25 1.23
C 1.08 -3.31 -1.38
H 2.20 2.79 -1.68
H 0.78 2.94 -2.74
H 0.59 -1.00 -2.34
O 0.83 0.03 1.58
C -1.50 -3.26 -0.09
H -2.18 -2.69 0.57
H -1.78 3.17 -1.74
O 0.53 -0.49 3.97
C 0.75 3.19 1.14
H 2.09 -2.89 -1.42
H 0.73 0.71 -2.42
H -1.37 -4.29 0.28
H 1.90 -2.66 1.55
H 0.30 -2.99 2.29
C -1.48 3.29 -0.69
H 0.75 4.28 1.10
C 0.93 -3.17 1.41

Calculated values
Calculated total energy in Ha: -2375.74033
E_HOMO (alpha / beta) in eV: -16.76 / -16.64
E_LUMO (alpha / beta) in hartree: -0.4143 / -0.4028
Gap between HOMO and LUMO (alpha / beta) in hartree: 0.2014 / 0.2087
Charge: +2


Question: What is the formula in the first record?
Answer: C3H8NO2


Question: Which value of charge does entry 1 give?
Answer: +1